The following is a quantum chemistry calculation of one molecule with the formula C3H8N2O2 in a non-equilibrium geometry, from OMol25.

```
15
Properties=species:S:1:pos:R:3:mulliken_charge:R:1
N -1.39 -0.60 0.58 -0.690
C -0.05 -0.44 0.02 0.374
C 0.16 -0.59 -1.51 -0.613
O -0.75 -1.50 -2.10 -0.504
C 0.70 0.80 0.52 0.223
N 1.21 0.89 1.85 -0.591
O 0.66 1.79 -0.18 -0.531
H -2.07 0.00 0.10 0.259
H -1.38 -0.20 1.51 0.281
H 0.51 -1.26 0.51 0.203
H 1.19 -0.91 -1.68 0.324
H 0.00 0.39 -1.95 0.309
H -1.62 -1.26 -1.81 0.323
H 2.14 1.27 1.82 0.315
H 0.69 1.64 2.30 0.317
```

- Total charge: 0
- SMILES: NC(=O)[C@@H](N)CO
- Max |F|: 0.058 hartree/bohr
- Energy above the lowest of the compared OMol25 structures with the same formula, charge and spin: 1.933 eV
- M: 104.11 g/mol
- E_HOMO: -9.697 eV
- 2S+1: 1
- Total energy: -379.06996 Ha

***

The following is a quantum chemistry calculation of C5H10O as an isolated structure, from OMol25.

```
16
Properties=species:S:1:pos:R:3:mulliken_charge:R:1
O 2.70 0.03 0.16 -0.464
C 1.41 -0.15 0.51 -0.548
C 0.36 0.07 -0.41 0.209
C -0.89 -0.77 -0.12 -0.613
C -1.91 0.36 -0.39 -0.423
C -0.70 1.27 -0.26 -0.576
H 3.23 0.15 0.96 0.364
H 0.88 -2.13 0.08 -0.012
H 1.19 -0.23 1.57 0.370
H 0.72 0.02 -1.44 0.268
H -0.92 -1.05 0.94 0.255
H 0.12 -2.16 -0.24 0.105
H -2.39 0.36 -1.37 0.242
H -2.67 0.49 0.39 0.255
H -0.61 1.77 0.70 0.290
H -0.52 1.98 -1.07 0.278
```

- Total charge: 0
- Max |F|: 0.018 hartree/bohr
- Energy above the lowest of the compared OMol25 structures with the same formula, charge and spin: 6.065 eV
- M: 86.13 g/mol
- E_HOMO (alpha / beta): -6.959 / -7.368 eV
- 2S+1: 1
- Total energy: -271.52973 Ha

***

The following is a quantum chemistry calculation of one molecule with the formula C5H8O2, from OMol25.

```
15
Properties=species:S:1:pos:R:3:mulliken_charge:R:1
C 2.09 -0.22 -0.15 -0.658
C 0.36 0.21 1.51 -0.772
O 0.93 0.65 -0.05 -0.233
C -0.40 0.12 0.27 0.949
C -1.62 0.91 -0.19 -0.552
O -2.21 -0.28 -0.75 -0.415
C -1.03 -1.06 -0.47 -0.476
H 2.74 0.00 0.69 0.300
H 1.81 -1.27 -0.10 0.342
H 2.58 0.03 -1.09 0.235
H 0.20 1.23 1.89 0.213
H -2.22 1.31 0.64 0.279
H -1.44 1.69 -0.94 0.233
H -0.53 -1.37 -1.40 0.276
H -1.25 -1.94 0.15 0.280
```

- Total charge: 0
- Max |F|: 0.008 hartree/bohr
- Energy above the lowest of the compared OMol25 structures with the same formula, charge and spin: 6.093 eV
- M: 100.12 g/mol
- E_HOMO: -8.324 eV
- 2S+1: 1
- Total energy: -345.58106 Ha

***

The following is a quantum chemistry calculation of one molecule with the formula C4H6N2O2 in a non-equilibrium geometry, from OMol25.

```
14
Properties=species:S:1:pos:R:3:mulliken_charge:R:1
N 1.62 -0.49 -0.16 -0.465
O -0.22 2.24 1.10 -0.484
O 1.53 0.72 0.58 -0.188
C 0.40 -0.83 -0.57 0.622
C 0.20 1.05 0.56 0.308
C -0.54 0.11 -0.10 -0.476
N 1.10 -3.04 -1.52 -0.618
C 0.04 -2.02 -1.40 -0.485
H 0.58 2.80 1.26 0.353
H -1.60 0.13 -0.37 0.330
H 1.42 -3.35 -0.62 0.248
H 1.90 -2.65 -2.03 0.255
H -0.21 -1.70 -2.42 0.287
H -0.85 -2.54 -0.97 0.311
```

- Total charge: 0
- SMILES: NCc1cc(O)on1
- Max |F|: 0.051 hartree/bohr
- Energy above the lowest of the compared OMol25 structures with the same formula, charge and spin: 2.387 eV
- M: 114.10 g/mol
- E_HOMO: -9.220 eV
- 2S+1: 1
- Total energy: -415.95291 Ha

***

The following is a quantum chemistry calculation of a 11-piece molecular cluster, C44H121N11O11 overall in a non-equilibrium geometry, from OMol25.

```
187
Properties=species:S:1:pos:R:3:mulliken_charge:R:1
C 3.39 3.39 3.11 -1.250
C 4.16 2.10 3.36 1.594
C 4.70 1.52 2.05 -1.024
O 3.71 1.37 1.07 -0.084
C 4.14 0.63 -0.04 -0.866
N 5.18 2.38 4.34 -0.578
H 2.96 3.70 4.06 0.428
H 2.54 3.12 2.47 -0.012
H 3.91 4.20 2.60 0.361
H 3.46 1.35 3.73 -0.670
H 5.09 0.53 2.31 0.362
H 5.52 2.17 1.73 0.231
H 4.32 -0.40 0.29 0.368
H 5.06 0.94 -0.53 0.557
H 3.35 0.60 -0.79 -0.124
H 5.86 1.63 4.39 0.230
H 5.72 3.11 3.89 0.377
C 0.19 -0.53 2.38 -1.441
C 0.29 -1.11 0.96 1.343
C 0.14 -0.12 -0.18 -0.658
O -1.13 0.50 -0.06 1.201
C -1.49 1.25 -1.20 -0.390
N 1.61 -1.77 0.85 0.700
H 0.90 0.28 2.55 -0.020
H 0.32 -1.30 3.13 0.511
H -0.83 -0.13 2.37 0.099
H -0.46 -1.88 0.82 -0.672
H 0.24 -0.65 -1.13 -1.007
H 0.95 0.61 -0.16 0.554
H -2.45 1.75 -1.24 0.186
H -1.61 0.57 -2.05 -0.132
H -0.68 1.93 -1.48 0.206
H 2.26 -1.01 0.98 -0.311
H 1.67 -2.36 1.67 -0.437
C 4.66 -5.70 1.62 -1.284
C 4.22 -4.79 2.78 0.719
C 2.71 -4.74 2.98 -0.773
O 2.13 -4.41 1.72 0.102
C 0.79 -4.87 1.54 -1.053
N 4.94 -5.29 3.93 -0.708
H 5.71 -5.48 1.43 0.369
H 4.12 -5.48 0.70 0.062
H 4.60 -6.75 1.92 0.405
H 4.59 -3.78 2.58 0.173
H 2.38 -3.95 3.67 0.226
H 2.39 -5.70 3.37 0.389
H 0.31 -4.44 0.66 0.175
H 0.20 -4.46 2.37 0.454
H 0.69 -5.95 1.52 0.340
H 4.69 -6.23 4.20 0.311
H 4.57 -4.79 4.74 0.227
C -2.30 6.08 -2.02 -1.129
C -2.38 6.01 -0.51 0.389
C -1.40 4.96 0.05 0.102
O -1.24 5.06 1.42 -0.456
C -0.57 3.99 2.06 -0.521
N -2.03 7.28 0.08 -0.824
H -3.14 6.59 -2.48 0.415
H -2.40 5.07 -2.43 -0.017
H -1.36 6.50 -2.40 0.375
H -3.35 5.68 -0.13 0.136
H -0.44 5.03 -0.47 0.638
H -1.76 3.94 -0.16 -0.374
H -0.94 3.78 3.07 0.359
H 0.49 4.25 2.14 0.391
H -0.59 3.06 1.49 -0.067
H -1.91 7.14 1.08 0.334
H -1.09 7.56 -0.19 0.304
C -6.94 0.95 -0.12 -0.540
C -7.04 1.97 1.01 0.370
C -5.72 2.73 1.19 -0.501
O -4.81 1.91 1.85 -0.278
C -3.65 2.60 2.25 -0.550
N -8.17 2.85 0.71 -0.769
H -7.90 0.44 -0.23 0.394
H -6.25 0.14 0.13 -0.425
H -6.62 1.41 -1.05 0.150
H -7.30 1.51 1.96 0.422
H -5.90 3.69 1.68 0.375
H -5.37 2.85 0.16 0.128
H -2.80 1.97 2.51 0.055
H -3.90 3.13 3.17 0.481
H -3.28 3.39 1.59 0.207
H -7.90 3.51 -0.02 0.249
H -8.48 3.51 1.42 0.270
C -0.16 -0.65 -5.94 -1.556
C 1.18 -0.39 -5.27 0.864
C 1.13 -0.49 -3.72 -0.204
O 2.40 -0.21 -3.10 0.275
C 3.01 1.00 -3.48 -1.079
N 2.10 -1.35 -5.84 -0.762
H -0.13 -0.66 -7.03 0.416
H -0.91 0.14 -5.84 0.115
H -0.64 -1.60 -5.68 0.383
H 1.46 0.63 -5.52 -0.059
H 0.67 -1.43 -3.44 0.541
H 0.45 0.27 -3.31 -0.251
H 3.99 1.06 -2.99 0.340
H 2.55 1.93 -3.13 0.215
H 3.32 1.18 -4.52 0.464
H 1.91 -2.30 -5.54 0.382
H 3.00 -1.22 -5.38 0.175
C 3.99 -5.23 -2.25 -1.733
C 3.83 -3.81 -1.68 0.959
C 4.36 -2.74 -2.65 0.181
O 5.74 -2.90 -2.87 -0.430
C 6.36 -1.72 -3.33 -0.577
N 2.39 -3.50 -1.56 -0.781
H 5.04 -5.42 -2.02 0.404
H 3.85 -5.32 -3.33 0.377
H 3.40 -5.99 -1.73 0.370
H 4.22 -3.75 -0.66 0.200
H 4.08 -1.76 -2.25 -0.181
H 3.78 -2.80 -3.57 0.038
H 6.28 -0.91 -2.61 0.154
H 6.03 -1.45 -4.34 0.266
H 7.42 -1.97 -3.44 0.323
H 2.26 -2.52 -1.34 -0.154
H 2.08 -3.81 -0.65 0.402
C -4.06 -1.26 2.26 -1.493
C -3.19 -2.40 1.80 1.711
C -3.95 -3.78 2.03 -1.003
O -4.28 -4.03 3.40 -0.388
C -3.25 -4.53 4.22 -0.630
N -2.82 -2.15 0.41 0.238
H -3.55 -0.31 2.09 0.102
H -4.22 -1.31 3.34 0.468
H -4.99 -1.23 1.68 0.141
H -2.26 -2.41 2.39 -0.171
H -3.38 -4.64 1.66 0.483
H -4.82 -3.88 1.38 0.347
H -2.91 -5.53 3.93 0.308
H -3.58 -4.60 5.25 0.266
H -2.33 -3.94 4.17 0.183
H -2.33 -1.26 0.47 -1.022
H -2.21 -2.88 0.07 0.366
C 0.43 4.11 -3.60 -1.480
C 0.26 3.50 -4.99 2.620
C -1.17 3.12 -5.36 -1.416
O -1.81 2.45 -4.26 0.437
C -3.23 2.39 -4.23 -1.104
N 0.79 4.42 -6.00 -0.840
H 1.46 4.31 -3.32 0.573
H 0.21 3.37 -2.82 -0.159
H -0.19 5.00 -3.47 0.323
H 0.89 2.61 -4.93 -1.174
H -1.28 2.52 -6.26 0.429
H -1.69 4.07 -5.53 0.355
H -3.58 3.40 -4.42 0.415
H -3.59 2.00 -3.28 0.027
H -3.46 1.63 -4.98 0.389
H 1.75 4.63 -5.75 0.313
H 0.86 3.94 -6.89 0.303
C -3.63 -1.56 -3.12 -1.581
C -4.93 -1.12 -2.45 2.025
C -6.08 -0.89 -3.45 -1.167
O -5.81 0.36 -4.11 -0.094
C -6.93 1.01 -4.67 -0.939
N -5.34 -2.15 -1.45 -0.909
H -2.79 -1.69 -2.45 0.091
H -3.36 -0.89 -3.94 0.330
H -3.76 -2.54 -3.59 0.424
H -4.75 -0.21 -1.87 -0.267
H -7.02 -0.79 -2.91 0.404
H -6.07 -1.76 -4.12 0.307
H -7.80 1.07 -4.02 0.341
H -7.17 0.47 -5.59 0.323
H -6.75 2.08 -4.82 0.255
H -6.09 -1.81 -0.87 0.402
H -4.57 -2.28 -0.81 0.159
C 1.99 -0.53 5.85 -1.395
C 3.01 0.36 6.61 0.064
C 4.49 -0.22 6.35 -0.254
O 4.48 -1.54 6.85 -0.362
C 5.67 -2.16 6.52 -0.730
N 2.94 1.77 6.25 -0.606
H 0.98 -0.17 6.06 0.374
H 2.07 -1.57 6.14 0.453
H 2.14 -0.50 4.77 0.055
H 2.81 0.32 7.69 0.584
H 5.25 0.40 6.83 0.515
H 4.70 -0.16 5.28 0.030
H 5.72 -3.19 6.86 0.278
H 6.51 -1.63 6.98 0.328
H 5.83 -2.24 5.44 0.268
H 3.46 2.19 7.02 0.353
H 3.60 1.86 5.49 0.088
```

- Total charge: 0
- SMILES: COC[C@H](C)N.COC[C@H](C)N.COC[C@H](C)N.COC[C@H](C)N.COC[C@H](C)N.COC[C@H](C)N.COC[C@H](C)N.COC[C@H](C)N.COC[C@H](C)N.COC[C@H](C)N.COC[C@H](C)N
- Max |F|: 0.049 hartree/bohr
- Energy above the lowest of the compared OMol25 structures with the same formula, charge and spin: 2.841 eV
- M: 980.52 g/mol
- E_HOMO: -8.742 eV
- 2S+1: 1
- Total energy: -3178.68387 Ha

***

The following is a quantum chemistry calculation of a 2-piece molecular cluster, C3H4ClNO2 overall in a non-equilibrium geometry, from OMol25.

```
11
Properties=species:S:1:pos:R:3:mulliken_charge:R:1
C 2.59 -0.11 -0.91 0.242
C -1.92 -0.69 0.65 -0.898
C -1.15 0.54 0.37 0.262
N -0.65 1.57 0.07 0.466
O 2.90 -0.80 -1.84 -0.362
O 0.00 2.47 -0.43 -0.646
Cl 2.31 -0.78 0.75 -0.176
H -1.72 -1.03 1.65 0.281
H -1.51 -1.53 0.16 0.287
H -3.00 -0.53 0.38 0.264
H 2.17 0.90 -0.85 0.280
```

- Total charge: 0
- SMILES: CC#[N+][O-].O=CCl
- Max |F|: 0.077 hartree/bohr
- Energy above the lowest of the compared OMol25 structures with the same formula, charge and spin: 3.546 eV
- M: 121.52 g/mol
- E_HOMO: -9.713 eV
- 2S+1: 1
- Total energy: -782.02474 Ha

***

The following is a quantum chemistry calculation of C41H40B2ClF4IN6O6PPbTe as an isolated structure, from OMol25.

```
104
Properties=species:S:1:pos:R:3:mulliken_charge:R:1
Pb -0.05 0.58 -0.65 2.418
C -0.60 -3.96 -2.65 -2.381
C -0.19 -2.64 -2.08 0.100
N -0.98 -1.65 -1.89 1.661
O -2.27 -1.85 -2.24 -0.507
B -3.10 -0.60 -2.10 0.126
F -2.86 -0.02 -0.84 -0.075
F -4.42 -1.00 -2.25 -0.361
O -2.84 0.38 -3.18 -0.576
N -1.52 0.83 -3.22 0.152
C -0.91 0.48 -4.43 0.805
C -1.66 -0.35 -5.43 -1.677
C 0.58 0.29 -4.43 0.066
N 1.20 0.22 -3.32 0.820
O 2.51 -0.15 -3.50 -0.384
B 3.45 -0.29 -2.35 0.067
F 4.44 -1.15 -2.83 -0.361
F 4.01 0.93 -2.00 -0.237
O 2.84 -0.90 -1.11 -0.401
N 1.53 -1.27 -1.18 1.077
C 1.25 -2.36 -1.80 0.397
C 2.28 -3.29 -2.34 -2.513
C 1.23 0.14 -5.77 -1.932
H -1.68 -4.00 -2.72 0.455
H -0.25 -4.77 -2.02 0.443
H -0.17 -4.09 -3.65 0.337
H -2.72 -0.13 -5.38 0.462
H -1.52 -1.41 -5.17 0.178
H -1.28 -0.18 -6.43 0.488
H 3.26 -3.03 -1.96 0.566
H 2.32 -3.22 -3.43 0.334
H 2.03 -4.32 -2.08 0.484
H 0.79 0.85 -6.47 0.467
H 1.07 -0.86 -6.17 0.297
H 2.29 0.32 -5.69 0.442
C -0.44 4.94 -0.23 -1.430
C -1.30 4.28 0.84 0.427
C -2.59 3.75 0.24 -1.595
C -0.47 3.21 1.59 1.736
C -0.10 3.54 3.04 -0.913
O -0.89 2.63 3.83 -0.444
C -1.37 1.71 2.94 0.048
N -1.18 1.92 1.71 0.103
C -2.10 0.59 3.57 -0.666
C -2.90 0.91 4.68 -0.611
C -3.61 -0.07 5.34 -0.704
C -3.51 -1.39 4.92 -0.843
C -2.71 -1.71 3.84 -0.304
C -2.00 -0.73 3.14 -0.398
P -0.91 -1.28 1.75 1.958
C 0.43 -2.12 2.70 0.414
C 0.45 -2.24 4.08 -0.755
C 1.51 -2.87 4.72 -0.718
C 2.57 -3.37 3.99 -0.778
C 2.58 -3.22 2.61 -0.613
C 1.52 -2.60 1.98 -0.270
C -1.92 -2.69 1.14 0.319
C -3.24 -2.44 0.76 -0.349
C -4.02 -3.44 0.21 -0.567
C -3.50 -4.72 0.03 -0.657
C -2.19 -4.98 0.41 -0.659
C -1.40 -3.97 0.96 -0.265
H -0.22 4.23 -1.03 0.135
H -0.96 5.80 -0.68 0.546
H 0.52 5.29 0.17 0.314
H -1.56 5.06 1.58 0.500
H -2.40 2.99 -0.52 0.191
H -3.14 4.57 -0.24 0.525
H -3.24 3.30 0.99 0.310
H 0.45 3.03 1.02 -0.990
H -0.36 4.56 3.33 0.419
H 0.95 3.35 3.27 0.221
H -2.94 1.94 5.00 0.491
H -4.23 0.20 6.18 0.390
H -4.05 -2.17 5.44 0.430
H -2.63 -2.74 3.53 0.619
H -0.35 -1.83 4.69 0.253
H 1.50 -2.95 5.80 0.402
H 3.40 -3.86 4.49 0.353
H 3.42 -3.57 2.03 0.468
H 1.57 -2.44 0.91 0.154
H -3.65 -1.45 0.87 0.343
H -5.03 -3.21 -0.10 0.407
H -4.11 -5.50 -0.41 0.330
H -1.77 -5.97 0.27 0.410
H -0.39 -4.20 1.25 0.394
Cl 5.84 4.76 1.33 -0.318
C 4.53 3.60 1.29 0.520
C 4.29 2.81 2.37 -0.546
C 3.24 1.88 2.37 -0.052
I 2.91 0.71 4.05 0.009
C 2.38 1.70 1.28 -0.746
O 1.40 0.88 1.27 0.283
C 2.66 2.55 0.14 0.174
N 1.84 2.40 -0.93 1.037
C 2.03 3.12 -2.00 -0.251
C 3.04 4.08 -2.10 -1.192
C 3.88 4.27 -1.04 -1.555
C 3.71 3.49 0.13 0.432
H 4.92 2.90 3.25 0.451
H 1.35 2.93 -2.84 -0.214
H 3.16 4.65 -3.01 0.505
H 4.68 5.00 -1.08 0.431
Te -1.40 2.66 -4.37 -0.286
```

- Total charge: -1
- Max |F|: 0.005 hartree/bohr
- Energy above the lowest of the compared OMol25 structures with the same formula, charge and spin: 0.106 eV
- M: 1338.55 g/mol
- E_HOMO: -4.927 eV
- 2S+1: 1
- Total energy: -4375.98706 Ha

***

The following is a quantum chemistry calculation of C21H35AsBrNO2PbSeSi3 as an isolated structure in a non-equilibrium geometry, from OMol25.

```
66
Properties=species:S:1:pos:R:3:mulliken_charge:R:1
Pb 1.46 0.09 -2.19 0.853
Br 2.09 2.58 -4.18 -0.128
C 0.39 3.00 -3.42 0.364
C -0.53 3.90 -3.97 -0.392
C -1.68 4.17 -3.23 -0.641
C -1.85 3.47 -2.05 -0.507
C -0.87 2.61 -1.57 0.279
N 0.23 2.41 -2.25 -0.456
C -1.04 1.93 -0.25 -0.108
O -1.73 2.37 0.64 -0.451
O -0.27 0.84 -0.12 0.253
H -0.37 4.32 -4.96 0.442
H -2.38 4.94 -3.61 0.449
H -2.68 3.68 -1.41 0.529
C 1.44 -2.40 -0.05 -0.959
Si 1.58 -1.30 1.44 0.459
C 3.02 -0.13 1.38 -0.875
C 1.48 -2.23 3.13 -1.255
As -0.41 0.01 1.62 0.601
Si -0.24 1.91 3.29 0.570
C 0.61 3.37 2.34 -1.095
C 0.88 1.46 4.80 -1.117
C -1.94 2.24 3.82 -1.044
Si -2.52 -1.26 1.55 0.273
C -3.91 -0.07 1.35 -0.850
C -2.38 -2.03 3.30 -1.152
C -2.29 -2.54 0.25 -0.842
H 2.31 -2.74 -0.58 0.459
H 0.73 -1.93 -0.76 -0.054
H 0.96 -3.26 0.39 0.396
H 3.75 -0.64 1.93 0.454
H 2.89 0.78 2.00 0.261
H 3.25 0.14 0.37 0.213
H 1.15 -3.28 2.87 0.333
H 0.79 -1.81 3.82 0.340
H 2.42 -2.31 3.67 0.427
H 1.37 2.87 1.73 0.247
H 1.11 4.03 3.02 0.506
H -0.13 3.93 1.81 0.316
H 1.74 0.84 4.53 0.309
H 0.33 0.91 5.59 0.341
H 1.27 2.35 5.29 0.409
H -2.55 2.91 3.17 0.276
H -1.84 2.77 4.77 0.418
H -2.48 1.32 4.12 0.268
H -4.07 0.56 2.22 0.315
H -4.83 -0.67 1.16 0.417
H -3.76 0.64 0.49 0.224
H -2.36 -1.36 4.10 0.421
H -1.54 -2.74 3.46 0.307
H -3.30 -2.62 3.58 0.405
H -2.03 -2.08 -0.73 0.115
H -3.18 -3.07 0.18 0.511
H -1.48 -3.17 0.52 0.222
Se -0.62 -0.94 -3.36 -0.211
C 0.99 -1.95 -4.15 0.095
C 1.90 -1.15 -4.94 0.010
C 2.92 -1.73 -5.65 -0.815
C 3.07 -3.13 -5.59 -0.544
C 2.17 -3.85 -4.87 -0.443
C 1.17 -3.29 -4.07 -0.480
H 1.59 -0.14 -5.11 0.665
H 3.47 -1.15 -6.40 0.396
H 3.96 -3.60 -5.99 0.407
H 2.25 -4.93 -4.79 0.364
H 0.54 -3.88 -3.44 0.502
```

- Total charge: +2
- Max |F|: 0.054 hartree/bohr
- Energy above the lowest of the compared OMol25 structures with the same formula, charge and spin: 0.000 eV
- M: 858.76 g/mol
- E_HOMO: -13.814 eV
- 2S+1: 1
- Total energy: -9298.57361 Ha